Entry 1:
This record from the OMol25 dataset describes a cluster of 2 separate species, C5H7N in total. The level of theory is wB97M-V/def2-TZVPD.

CARTESIAN COORDINATES (ANGSTROEM)
C 1.9355 0.5115 0.5077
H 1.1738 -2.4727 -0.2412
H -2.6043 1.8399 -0.4529
C 0.5250 -1.6081 -0.3984
N -3.2018 -0.2330 0.4193
H 0.1417 -1.6892 -1.3478
C 1.0179 -0.3311 -0.0172
C 0.6807 1.1717 0.0607
H 2.8068 0.5330 1.0503
H -0.2518 -1.8278 0.4144
C -2.8919 0.7172 -0.0369
H 0.5928 1.7901 -0.8681
H 0.0756 1.5984 0.9101

Properties
Expectation value of S² ... 2.01
Relative energy (zero: lowest compared OMol25 entry of this formula, charge and spin) ... 324.5 kJ/mol
Kohn-Sham gap (alpha / beta) ... 5.857 / 9.049 eV
2S+1 ... 3
LUMO (alpha / beta) ... 0.828 / -1.415 eV

These are the Mulliken partial charges, in e, on atoms 1 to 5: C -0.8433; H 0.3044; H 0.2259; C -0.8822; N -0.3125

***

Entry 2:
This record from the OMol25 dataset describes a cluster of 2 separate species, C5H7N in total. The level of theory is wB97M-V/def2-TZVPD.

CARTESIAN COORDINATES (ANGSTROEM)
H 2.0087 0.8508 0.7349
C -2.0179 0.0702 1.9836
H -2.0372 -0.6052 1.1261
H 1.8494 -0.7437 0.4483
H -1.3435 1.5101 3.5795
H 0.5459 0.1456 1.3295
C 1.1990 0.0942 0.5034
C -1.5072 0.8007 2.7946
N 0.3650 0.3450 -0.6356
C 0.4413 -0.1268 -1.7775
C 0.1625 -0.6030 -2.9580
H 0.8288 -0.3786 -3.7949
H -0.4948 -1.3593 -3.3338

Properties
Expectation value of S² ... 2.02
Relative energy (zero: lowest compared OMol25 entry of this formula, charge and spin) ... 324.6 kJ/mol
Kohn-Sham gap (alpha / beta) ... 6.092 / 8.105 eV
2S+1 ... 3
LUMO (alpha / beta) ... 1.052 / -2.031 eV

These are the Mulliken partial charges, in e, on atoms 1 to 5: H 0.2782; C -0.1691; H 0.3545; H 0.2990; H 0.3668

***

Entry 3:
This record from the OMol25 dataset describes the ion C5H7N2 with charge +1. The level of theory is wB97M-V/def2-TZVPD.

CARTESIAN COORDINATES (ANGSTROEM)
H 0.2140 -1.6607 -0.2991
N -0.2173 1.1085 -0.2189
H 1.8797 2.3763 0.3749
C 0.8716 0.4071 -0.0422
C 1.8980 1.2985 0.1855
H 2.0144 -1.4743 -0.8072
N -1.3834 0.5737 -0.1820
H -1.7871 -1.5715 0.2723
H 2.9131 0.7323 0.3506
C -2.0503 -0.5777 0.0323
C 1.1154 -1.1087 -0.0539
C -3.0851 0.2392 -0.2000
H 1.4293 -1.3271 0.9937
H -3.8123 0.9845 -0.4060

Properties
SMILES ... C=C(C)N=[N+]1C=C1
Relative energy (zero: lowest compared OMol25 entry of this formula, charge and spin) ... 828.7 kJ/mol
Charge ... +1
Kohn-Sham gap (alpha / beta) ... 7.965 / 7.966 eV
LUMO (alpha / beta) ... -5.728 / -5.729 eV

These are the Mulliken partial charges, in e, on atoms 1 to 5: H 0.2612; N -0.2533; H 0.3389; C 0.7601; C -0.5996

***

Entry 4:
This record from the OMol25 dataset describes a cluster of 2 separate species, C5H7N2 in total. The level of theory is wB97M-V/def2-TZVPD.

CARTESIAN COORDINATES (ANGSTROEM)
C 1.3161 -1.4443 -0.0864
N -1.7375 0.1373 0.2946
C -3.7475 0.2095 -0.0639
C 1.6757 1.0785 -0.0200
H 1.5052 -1.7926 -1.0178
C 0.7813 -0.1089 0.0590
N 1.0722 2.1957 -0.0676
H 1.7271 2.9719 -0.2137
H 2.3439 -1.3158 0.4856
H 2.7799 0.8621 0.0312
H -4.3019 -0.2579 0.7733
H -3.5431 -0.3087 -1.0818
H 0.6805 -2.2879 0.5498
C -0.5520 0.0610 0.3575

Properties
Relative energy (zero: lowest compared OMol25 entry of this formula, charge and spin) ... 849.2 kJ/mol
Charge ... +1
Kohn-Sham gap (alpha / beta) ... 8.499 / 6.413 eV
LUMO (alpha / beta) ... -6.017 / -6.853 eV

These are the Mulliken partial charges, in e, on atoms 1 to 5: C -1.0123; N -0.3642; C 0.0056; C -0.2370; H 0.2918

***

Entry 5:
This record from the OMol25 dataset describes the ion C5H7N2 with charge +1. The level of theory is wB97M-V/def2-TZVPD.

CARTESIAN COORDINATES (ANGSTROEM)
H 1.6900 -2.3609 0.1181
H -0.9705 -2.3256 0.1423
C -0.9411 0.9566 -0.6693
C -0.3626 -1.4197 0.0091
C -0.1131 1.9118 -0.0384
H 1.3248 -0.6790 -0.7271
N 0.6713 1.5869 0.9711
N 1.3074 1.2820 1.8455
H -2.2289 -0.6626 -0.6211
H -1.5435 1.4688 -1.3551
H 0.0495 3.0210 -0.2578
C -1.1880 -0.3833 -0.4430
C 1.0275 -1.3717 0.0228
H 1.2771 -1.0241 1.0029

Properties
SMILES ... C/C=C\C=C/[N+]#N
Relative energy (zero: lowest compared OMol25 entry of this formula, charge and spin) ... 442.5 kJ/mol
Charge ... +1
Kohn-Sham gap ... 7.992 eV
LUMO ... -6.162 eV

These are the Mulliken partial charges, in e, on atoms 1 to 5: H 0.3337; H 0.3490; C -0.2861; C 0.2287; C -0.0787

***

Entry 6:
This record from the OMol25 dataset describes a structure of composition C5H7N2. The level of theory is wB97M-V/def2-TZVPD.

CARTESIAN COORDINATES (ANGSTROEM)
C -0.4512 0.0505 -1.4209
C -0.4232 0.9144 -0.0873
H -0.7909 -1.0771 0.9803
C -1.7143 1.3732 -0.7038
N -1.6317 0.6665 -1.7788
H -2.5156 1.9763 -0.3025
C 0.5035 -0.7358 -1.6813
H 0.4870 1.5785 -0.0589
N 1.6180 -1.3151 -1.7021
H 2.5204 -0.8489 -2.1137
H 0.5564 -0.1175 1.4320
H -1.1992 0.4732 1.8170
H 1.8684 -2.3000 -1.4732
C -0.4752 -0.0681 1.1133

Properties
Relative energy (zero: lowest compared OMol25 entry of this formula, charge and spin) ... 499.6 kJ/mol
Charge ... +1
Kohn-Sham gap ... 9.711 eV
LUMO ... -4.910 eV

These are the Mulliken partial charges, in e, on atoms 1 to 5: C 0.3976; C 0.2404; H 0.3819; C -0.1474; N -0.5275